Density functional theory data (ωB97M-V/def2-TZVPD) for 11 unconnected molecules or ions with the total composition C56H132BN18O22P6.

Each atom is followed by the atoms it is bonded to, with distances in Å.
Cartesian coordinates (Å):
1 O 1.7935 -1.0155 -3.3370  C2 1.195
2 C 1.7646 -0.8680 -2.1514  O1 1.195, O3 1.352, C6 1.552
3 O 0.6529 -0.6105 -1.4270  C2 1.352, B4 1.451
4 B 0.9757 -0.6195 -0.0122  O3 1.451, O5 1.516, O8 1.476, O12 1.452
5 O 2.4197 -1.0738 0.0610  B4 1.516, C6 1.361
6 C 2.9692 -0.9995 -1.1824  C2 1.552, O5 1.361, O7 1.167
7 O 4.1029 -0.9281 -1.4494  C6 1.167
8 O 0.1953 -1.4884 0.8898  B4 1.476, C9 1.351
9 C 0.0066 -0.8450 2.0628  O8 1.351, O10 1.204, C11 1.570
10 O -0.3543 -1.3320 3.1025  C9 1.204
11 C 0.4377 0.6415 1.8011  C9 1.570, O12 1.323, O13 1.177
12 O 0.8385 0.7158 0.5424  B4 1.452, C11 1.323
13 O 0.3076 1.5547 2.5316  C11 1.177
14 O -1.5617 5.7277 -1.5746  P15 1.459
15 P -0.3528 4.9850 -1.2353  O14 1.459, N16 1.626, N19 1.648, N22 1.643
16 N -0.4257 3.3603 -1.2607  P15 1.626, C17 1.463, C18 1.462
17 C 0.1923 2.6259 -2.3646  N16 1.463, H25 1.140, H26 1.105, H27 1.129
18 C -1.4753 2.5745 -0.6140  N16 1.462, H28 1.140, H29 1.103, H30 1.123
19 N -0.0722 5.3171 0.3540  P15 1.648, C20 1.490, C21 1.432
20 C 0.8539 4.5852 1.2639  N19 1.490, H31 1.088, H32 1.103, H33 1.191
21 C -0.0987 6.6958 0.7393  N19 1.432, H34 1.091, H35 1.164, H36 1.116
22 N 0.8651 5.5475 -2.1846  P15 1.643, C23 1.399, C24 1.448
23 C 2.2153 5.3333 -1.8890  N22 1.399, H37 1.161, H38 1.086, H39 1.121
24 C 0.5665 5.9517 -3.5430  N22 1.448, H40 1.102, H41 1.108, H42 1.062
25 H -0.5293 2.0157 -3.0018  C17 1.140
26 H 0.9343 1.8906 -2.0046  C17 1.105
27 H 0.6759 3.2751 -3.1516  C17 1.129
28 H -1.7208 2.9648 0.4287  C18 1.140
29 H -1.0760 1.5630 -0.4309  C18 1.103
30 H -2.4766 2.6672 -1.1141  C18 1.123
31 H 0.4174 4.4824 2.2556  C20 1.088
32 H 1.1205 3.5977 0.8509  C20 1.103
33 H 1.8281 5.2176 1.5285  C20 1.191
34 H -0.4862 7.3489 -0.0438  C21 1.091
35 H -0.7803 6.8550 1.6693  C21 1.164
36 H 0.9181 6.9794 1.1020  C21 1.116
37 H 2.5009 4.4477 -2.5827  C23 1.161
38 H 2.7165 6.2279 -2.2470  C23 1.086
39 H 2.4058 5.0283 -0.8268  C23 1.121
40 H 0.9820 5.2644 -4.2971  C24 1.102
41 H 1.1972 6.8611 -3.5853  C24 1.108
42 H -0.4608 6.1624 -3.7079  C24 1.062
43 O -5.0840 -1.9348 -2.3364  P44 1.447
44 P -4.2331 -1.7507 -3.4928  O43 1.447, N45 1.655, N48 1.711, N51 1.667
45 N -4.1682 -2.9174 -4.6653  P44 1.655, C46 1.479, C47 1.448
46 C -5.1618 -2.8528 -5.7584  N45 1.479, H54 1.142, H55 1.059, H56 1.068
47 C -3.9263 -4.2797 -4.2366  N45 1.448, H57 1.083, H58 1.094, H59 1.110
48 N -2.6013 -1.7755 -2.9801  P44 1.711, C49 1.458, C50 1.466
49 C -2.3497 -0.7308 -1.9947  N48 1.458, H60 1.079, H61 1.084, H62 1.104
50 C -1.4025 -2.3263 -3.6184  N48 1.466, H63 1.077, H64 1.155, H65 1.136
51 N -4.3869 -0.2528 -4.2087  P44 1.667, C52 1.425, C53 1.502
52 C -3.3123 0.1944 -5.0302  N51 1.425, H66 1.114, H67 1.060, H68 1.114
53 C -5.5249 0.7209 -4.0907  N51 1.502, H69 1.122, H70 1.051, H71 1.072
54 H -6.1723 -3.3243 -5.5131  C46 1.142
55 H -4.7368 -3.2271 -6.6530  C46 1.059
56 H -5.3454 -1.8193 -5.9544  C46 1.068
57 H -4.8610 -4.7280 -3.9243  C47 1.083
58 H -3.2827 -4.2185 -3.3542  C47 1.094
59 H -3.5566 -4.7864 -5.1530  C47 1.110
60 H -2.1784 -1.0461 -0.9771  C49 1.079
61 H -1.5445 -0.0469 -2.2396  C49 1.084
62 H -3.2284 -0.0634 -1.9602  C49 1.104
63 H -1.1688 -3.3023 -3.2281  C50 1.077
64 H -1.3736 -2.3847 -4.7713  C50 1.155
65 H -0.5493 -1.6113 -3.3901  C50 1.136
66 H -3.7151 0.6108 -5.9815  C52 1.114
67 H -2.6410 0.8205 -4.4997  C52 1.060
68 H -2.6379 -0.6813 -5.1661  C52 1.114
69 H -6.1041 0.5305 -3.1493  C53 1.122
70 H -6.1957 0.5730 -4.8865  C53 1.051
71 H -5.1013 1.7034 -4.0187  C53 1.072
72 O 7.0942 3.9275 -1.7530  P73 1.453
73 P 6.0395 2.9284 -1.7453  O72 1.453, N74 1.678, N77 1.657, N80 1.657
74 N 5.2201 2.8404 -3.2065  P73 1.678, C75 1.499, C76 1.452
75 C 5.0881 4.1113 -3.9902  N74 1.499, H83 1.084, H84 1.091, H85 1.094
76 C 4.5649 1.6962 -3.8159  N74 1.452, H86 1.093, H87 1.121, H88 1.085
77 N 5.0427 3.2520 -0.4622  P73 1.657, C78 1.441, C79 1.477
78 C 3.8609 2.4323 -0.3667  N77 1.441, H89 1.100, H90 1.095, H91 1.053
79 C 5.5207 3.9891 0.7247  N77 1.477, H92 1.114, H93 1.094, H94 1.094
80 N 6.5307 1.3570 -1.5620  P73 1.657, C81 1.443, C82 1.421
81 C 6.6466 0.7543 -0.2559  N80 1.443, H95 1.086, H96 1.151, H97 1.117
82 C 7.2257 0.6766 -2.5973  N80 1.421, H98 1.105, H99 1.063, H100 1.050
83 H 5.5915 4.0824 -4.9493  C75 1.084
84 H 5.5869 4.9915 -3.5808  C75 1.091
85 H 4.0136 4.2331 -4.1581  C75 1.094
86 H 4.6794 0.7237 -3.3304  C76 1.093
87 H 4.9946 1.6616 -4.8510  C76 1.121
88 H 3.5034 1.8926 -3.9213  C76 1.085
89 H 3.6485 2.0167 0.6294  C78 1.100
90 H 2.9267 2.9727 -0.5524  C78 1.095
91 H 3.9145 1.6817 -1.1035  C78 1.053
92 H 5.5814 3.2201 1.5279  C79 1.114
93 H 6.5037 4.4277 0.5282  C79 1.094
94 H 4.7821 4.7375 1.0255  C79 1.094
95 H 6.5080 -0.3161 -0.3757  C81 1.086
96 H 7.6674 0.9073 0.2539  C81 1.151
97 H 5.9317 1.2137 0.4685  C81 1.117
98 H 6.9892 1.2040 -3.5387  C82 1.105
99 H 6.8276 -0.3076 -2.6479  C82 1.063
100 H 8.2585 0.7621 -2.4263  C82 1.050
101 O -6.2253 3.3540 2.5520  P102 1.512
102 P -4.8462 2.8455 2.9087  O101 1.512, N103 1.689, N106 1.672, N109 1.688
103 N -4.6925 2.4944 4.5532  P102 1.689, C104 1.454, C105 1.396
104 C -5.1097 3.5875 5.4168  N103 1.454, H112 1.092, H113 1.067, H114 1.072
105 C -5.2683 1.2886 4.9568  N103 1.396, H115 1.105, H116 1.096, H117 1.084
106 N -3.5871 3.9323 2.7361  P102 1.672, C107 1.431, C108 1.483
107 C -2.3948 4.0004 3.5248  N106 1.431, H118 1.071, H119 1.093, H120 1.115
108 C -3.7273 5.0281 1.7474  N106 1.483, H121 1.082, H122 1.108, H123 1.085
109 N -4.5083 1.4712 1.9889  P102 1.688, C110 1.472, C111 1.449
110 C -3.2571 0.6966 1.9399  N109 1.472, H124 1.120, H125 1.078, H126 1.115
111 C -5.5959 0.6778 1.4522  N109 1.449, H127 1.097, H128 1.105, H129 1.065
112 H -4.8145 3.4866 6.4635  C104 1.092
113 H -6.1760 3.5930 5.4357  C104 1.067
114 H -4.7328 4.5193 5.0439  C104 1.072
115 H -4.7174 0.4496 4.4947  C105 1.105
116 H -6.3196 1.1518 4.6774  C105 1.096
117 H -5.2081 1.1684 6.0325  C105 1.084
118 H -2.4060 3.1691 4.2006  C107 1.071
119 H -1.5092 3.9898 2.8847  C107 1.093
120 H -2.3986 4.9721 4.0714  C107 1.115
121 H -2.9539 4.9576 0.9938  C108 1.082
122 H -4.7651 4.9721 1.3647  C108 1.108
123 H -3.5863 5.9850 2.2392  C108 1.085
124 H -3.4982 -0.3155 2.3551  C110 1.120
125 H -3.0291 0.5815 0.8929  C110 1.078
126 H -2.4108 1.1243 2.5271  C110 1.115
127 H -5.9628 -0.0580 2.1778  C111 1.097
128 H -5.2615 0.1059 0.5675  C111 1.105
129 H -6.3890 1.3168 1.1423  C111 1.065
130 O -6.2991 -6.2475 1.0314  P131 1.410
131 P -5.7239 -4.9791 1.2508  O130 1.410, N132 1.662, N135 1.638, N138 1.696
132 N -6.6227 -3.8774 0.3903  P131 1.662, C133 1.443, C134 1.471
133 C -7.6837 -4.3232 -0.4796  N132 1.443, H141 1.055, H142 1.091, H143 1.101
134 C -6.6360 -2.4402 0.7039  N132 1.471, H144 1.090, H145 1.104, H146 1.072
135 N -4.1349 -4.7801 0.9053  P131 1.638, C136 1.489, C137 1.494
136 C -3.1887 -5.5688 1.7417  N135 1.489, H147 1.108, H148 1.091, H149 1.109
137 C -3.8010 -4.8640 -0.5484  N135 1.494, H150 1.109, H151 1.045, H152 1.109
138 N -5.6636 -4.5291 2.8847  P131 1.696, C139 1.451, C140 1.449
139 C -4.8588 -3.4545 3.4356  N138 1.451, H153 1.100, H154 1.096, H155 1.094
140 C -6.6293 -5.0674 3.8209  N138 1.449, H156 1.068, H157 1.075, H158 1.081
141 H -8.0096 -5.3228 -0.3942  C133 1.055
142 H -7.3993 -4.1231 -1.5137  C133 1.091
143 H -8.5511 -3.7001 -0.2125  C133 1.101
144 H -6.7191 -1.8078 -0.1801  C134 1.090
145 H -5.6516 -2.1827 1.1333  C134 1.104
146 H -7.3551 -2.1810 1.4560  C134 1.072
147 H -3.4811 -5.6289 2.8091  C136 1.108
148 H -3.0635 -6.5631 1.3115  C136 1.091
149 H -2.2572 -4.9665 1.7225  C136 1.109
150 H -3.4699 -5.8439 -0.9494  C137 1.109
151 H -4.6265 -4.4708 -1.0537  C137 1.045
152 H -2.9731 -4.1475 -0.7266  C137 1.109
153 H -5.2682 -2.4458 3.5905  C139 1.100
154 H -4.4857 -3.8586 4.3841  C139 1.096
155 H -3.9364 -3.3092 2.8648  C139 1.094
156 H -7.4335 -5.5504 3.3098  C140 1.068
157 H -7.0379 -4.2765 4.4237  C140 1.075
158 H -6.1653 -5.7821 4.4868  C140 1.081
159 O 3.4996 -7.4716 -1.1612  P160 1.489
160 P 3.8569 -6.0291 -1.0699  O159 1.489, N161 1.656, N164 1.699, N167 1.641
161 N 5.3913 -5.8250 -0.4802  P160 1.656, C162 1.492, C163 1.484
162 C 6.4310 -6.7887 -0.9463  N161 1.492, H170 1.056, H171 1.090, H172 1.047
163 C 5.8503 -4.4753 -0.0677  N161 1.484, H173 1.046, H174 1.100, H175 1.149
164 N 2.9916 -4.9517 -0.0816  P160 1.699, C165 1.486, C166 1.474
165 C 1.6840 -4.3884 -0.5078  N164 1.486, H176 1.141, H177 1.079, H178 1.112
166 C 2.9423 -5.2561 1.3594  N164 1.474, H179 1.053, H180 1.074, H181 1.092
167 N 3.6783 -5.3358 -2.5465  P160 1.641, C168 1.437, C169 1.492
168 C 3.3120 -6.0883 -3.7146  N167 1.437, H182 1.127, H183 1.075, H184 1.087
169 C 3.9918 -3.9063 -2.8385  N167 1.492, H185 1.118, H186 1.074, H187 1.114
170 H 7.2783 -6.5782 -0.3522  C162 1.056
171 H 6.6821 -6.8427 -2.0054  C162 1.090
172 H 6.0558 -7.7378 -0.7130  C162 1.047
173 H 5.0479 -3.8065 -0.0216  C163 1.046
174 H 6.6688 -4.1127 -0.7068  C163 1.100
175 H 6.2537 -4.6543 0.9932  C163 1.149
176 H 1.7286 -4.0458 -1.5947  C165 1.141
177 H 0.9164 -5.1452 -0.4697  C165 1.079
178 H 1.4485 -3.4774 0.0850  C165 1.112
179 H 2.6030 -6.1965 1.6915  C166 1.053
180 H 3.9231 -5.2176 1.7959  C166 1.074
181 H 2.4145 -4.4356 1.8491  C166 1.092
182 H 4.2381 -6.4403 -4.2511  C168 1.127
183 H 2.8390 -7.0341 -3.5225  C168 1.075
184 H 2.6506 -5.5686 -4.4037  C168 1.087
185 H 4.8535 -3.7754 -3.5379  C169 1.118
186 H 4.1804 -3.3014 -1.9711  C169 1.074
187 H 3.1785 -3.3705 -3.3790  C169 1.114
188 O 4.6876 3.4871 6.8699  C189 1.211
189 C 3.7871 3.7307 6.0975  O188 1.211, O190 1.324, C193 1.507
190 O 3.7724 4.8376 5.3714  C189 1.324, C191 1.432
191 C 2.6375 4.8573 4.4976  O190 1.432, C192 1.521, H194 1.107, H195 1.055
192 C 1.7112 3.8074 5.0911  C191 1.521, C193 1.496, H196 1.083, H197 1.072
193 C 2.6180 2.8351 5.7776  C189 1.507, C192 1.496, H198 1.084, H199 1.043
194 H 2.9082 4.5092 3.4822  C191 1.107
195 H 2.2025 5.8169 4.5527  C191 1.055
196 H 1.0716 3.3581 4.3418  C192 1.083
197 H 1.0976 4.3010 5.8190  C192 1.072
198 H 3.1045 2.1436 5.0998  C193 1.084
199 H 2.2290 2.3422 6.6106  C193 1.043
200 O 1.2955 3.3172 -5.8225  C201 1.201
201 C 1.4545 2.1309 -5.9241  O200 1.201, O202 1.346, C205 1.508
202 O 2.5172 1.5999 -6.5561  C201 1.346, C203 1.512
203 C 2.4381 0.0927 -6.4597  O202 1.512, C204 1.486, H206 1.082, H207 1.146
204 C 1.0075 -0.2886 -6.3280  C203 1.486, C205 1.537, H208 1.090, H209 1.094
205 C 0.5306 0.9825 -5.6075  C201 1.508, C204 1.537, H210 1.131, H211 1.119
206 H 2.8884 -0.1136 -5.4980  C203 1.082
207 H 3.0916 -0.3390 -7.2964  C203 1.146
208 H 0.9104 -1.1462 -5.6623  C204 1.090
209 H 0.4463 -0.4091 -7.2591  C204 1.094
210 H 0.6763 0.8479 -4.4935  C205 1.131
211 H -0.5438 1.2927 -5.5713  C205 1.119
212 O 4.5212 1.5627 3.3484  C213 1.167
213 C 4.6121 0.4495 3.0101  O212 1.167, O214 1.383, C217 1.510
214 O 5.8635 -0.0701 2.7329  C213 1.383, C215 1.431
215 C 5.7360 -1.4170 2.2669  O214 1.431, C216 1.485, H218 1.118, H219 1.049
216 C 4.3096 -1.8124 2.3930  C215 1.485, C217 1.534, H220 1.089, H221 1.068
217 C 3.5167 -0.5742 2.8303  C213 1.510, C216 1.534, H222 1.050, H223 1.085
218 H 6.5254 -1.9589 2.8448  C215 1.118
219 H 5.9838 -1.4166 1.2480  C215 1.049
220 H 4.1918 -2.7076 3.0012  C216 1.089
221 H 3.9494 -2.0192 1.4089  C216 1.068
222 H 3.0315 -0.5817 3.7616  C217 1.050
223 H 2.8592 -0.2321 2.0375  C217 1.085
224 O -0.0334 2.2795 7.9825  C225 1.173
225 C -0.5278 1.5049 7.2535  O224 1.173, O226 1.387, C229 1.549
226 O -1.0972 0.3194 7.6926  C225 1.387, C227 1.455
227 C -1.6734 -0.3917 6.5618  O226 1.455, C228 1.469, H230 1.084, H231 1.069
228 C -1.9149 0.6820 5.5885  C227 1.469, C229 1.528, H232 1.106, H233 1.095
229 C -0.6521 1.5330 5.7100  C225 1.549, C228 1.528, H234 1.078, H235 1.078
230 H -2.5528 -0.8786 6.9687  C227 1.084
231 H -1.0006 -1.1229 6.1683  C227 1.069
232 H -2.8758 1.1980 5.7721  C228 1.106
233 H -2.0613 0.2450 4.5953  C228 1.095
234 H -0.7271 2.5506 5.3611  C229 1.078
235 H 0.1817 1.0200 5.2582  C229 1.078

Output
gap between HOMO and LUMO: 8.371 eV
E_HOMO: -6.8794 eV
total charge: -1
E_LUMO: 1.491 eV

Mulliken population analysis, charges in e, atoms 1 to 5:
1 O -0.56
2 C -0.28
3 O 1.17
4 B 0.06
5 O 0.43